#A
Entry from the OMol25 dataset: a 2-piece molecular cluster, C3H7NO3 overall (ωB97M-V/def2-TZVPD).

XYZ file:
```
14
Properties=species:S:1:pos:R:3:nbo_charge:R:1
C -0.17079 -0.47921 1.49062 -0.39
C -0.51064 -0.35923 0.11667 0.13
C 0.23005 -0.85978 -1.05126 -0.68
N -2.03564 -0.15614 -0.04804 0.52
O -2.82733 -0.68740 0.69697 -0.37
O -2.16325 0.32966 -1.11827 -0.38
H -0.93351 -0.31899 2.27489 0.22
H 0.82806 -0.42186 1.84854 0.20
H -0.03682 -1.92481 -1.21349 0.24
H 1.29924 -0.78310 -0.81719 0.24
H -0.11344 -0.42151 -2.01808 0.26
O -0.43192 2.46140 0.05111 -0.98
H -1.40677 2.44571 -0.24341 0.50
H -0.21464 2.64157 1.15826 0.49
```

Output
SMILES: C=C(C)[N+](=O)[O-].O
Lowest unoccupied orbital energy (eV): -0.05
Highest occupied orbital energy (eV): -9.6
Orbital gap (eV): 9.578
Net charge: 0

---

#B
Entry from the OMol25 dataset: C3H7NO3 as an isolated structure (ωB97M-V/def2-TZVPD).

XYZ file:
```
14
Properties=species:S:1:pos:R:3:nbo_charge:R:1
C 1.93860 1.36066 0.09618 -0.59
C 1.72758 0.07537 0.16589 0.53
C -2.11013 -0.56391 -0.28049 0.23
N -0.05918 -0.40724 0.77279 -0.39
O 2.39708 -1.04234 -0.03241 -0.68
O -2.55708 0.62480 0.27399 -0.72
O -0.72448 -0.60874 -0.47459 -0.43
H 2.89457 1.75560 -0.21350 0.21
H 1.17058 2.06845 0.33313 0.24
H -2.42480 -1.42660 0.34473 0.12
H -2.53659 -0.65946 -1.28250 0.17
H 0.17150 -1.34294 1.12512 0.33
H 3.28196 -0.85615 -0.37433 0.50
H -1.95324 0.83161 1.00178 0.49
```

Output
Lowest unoccupied orbital energy (eV): 0.39
Highest occupied orbital energy (eV): -9.6
Orbital gap (eV): 9.965
Net charge: 0

---

#C
Entry from the OMol25 dataset: one molecule with the formula C3H7NO3 (ωB97M-V/def2-TZVPD).

XYZ file:
```
14
Properties=species:S:1:pos:R:3:nbo_charge:R:1
N 0.29669 1.52038 -0.34074 -0.89
C 0.15715 0.05796 -0.55531 -0.20
C 1.14304 -0.68978 0.42592 -0.05
O 2.36691 -0.32767 0.04566 -0.71
C -1.16471 -0.23975 -0.09799 0.74
O -1.86807 -1.14101 -0.47895 -0.58
O -1.53303 0.54026 0.92550 -0.69
H -0.29244 2.18150 -1.03376 0.39
H 1.31336 1.85798 -0.58339 0.41
H 0.43599 -0.39646 -1.51064 0.22
H 0.95500 -0.13621 1.46728 0.16
H 0.80792 -1.72271 0.30785 0.19
H 3.02001 -1.10652 0.36716 0.49
H -0.85609 1.33652 0.79738 0.50
```

Output
SMILES: N[C@@H](CO)C(=O)O
Lowest unoccupied orbital energy (eV): 0.38
Highest occupied orbital energy (eV): -10.1
Orbital gap (eV): 10.455
Net charge: 0

---

#D
Entry from the OMol25 dataset: C3H7NO3 as an isolated structure (ωB97M-V/def2-TZVPD).

XYZ file:
```
14
Properties=species:S:1:pos:R:3:nbo_charge:R:1
C -0.95570 -0.14931 -1.66976 -0.28
C 0.87573 1.13159 0.68477 -0.73
C 0.81033 -0.32851 0.83145 0.69
O -1.66505 -0.31940 0.82186 -0.01
O -0.87001 -0.63378 1.80002 -0.32
O -0.69550 -0.89778 -0.50987 -0.43
N 1.60051 -1.23540 1.01067 -0.65
H 1.26039 -2.18978 1.06216 0.41
H -0.13833 -0.30403 -2.38443 0.20
H -1.02115 0.92455 -1.45832 0.17
H -1.88945 -0.47361 -2.13885 0.19
H -0.12749 1.55352 0.68919 0.26
H 1.36313 1.38829 -0.25789 0.25
H 1.45260 1.53363 1.51900 0.26
```

Output
Lowest unoccupied orbital energy (alpha / beta) (eV): -0.37 / -0.35
Highest occupied orbital energy (alpha / beta) (eV): -8.9 / -8.7
Orbital gap (alpha / beta) (eV): 8.510 / 8.382
Net charge: 0

---

Energies relative to the most stable structure, in hartree: #A 0.1476; #B 0.1209; #C 0.0000; #D 0.2457.

---

#A
Entry from the OMol25 dataset: one molecule with the formula C3H7NO3 (ωB97M-V/def2-TZVPD).

XYZ file:
```
14
Properties=species:S:1:pos:R:3:nbo_charge:R:1
C 0.02936 2.09935 0.04134 -0.29
O 0.92585 0.94840 -0.29138 -0.56
C 0.50789 -0.32240 -0.16359 0.74
N 1.23383 -1.33277 0.00001 -0.24
O 2.58656 -1.05969 -0.04730 -0.56
O -0.84743 -0.30665 -0.13551 -0.51
C -1.51894 -1.51635 -0.04751 -0.26
H -1.14795 2.00400 -0.45681 0.23
H 0.67270 2.96568 -0.40153 0.22
H -0.14949 2.15705 1.34577 0.20
H 2.84173 -0.13729 0.20092 0.46
H -1.14873 -2.28968 0.72705 0.20
H -2.51710 -1.11595 0.20908 0.20
H -1.46827 -2.09371 -0.98054 0.19
```

Output
SMILES: COC(=NO)OC
Lowest unoccupied orbital energy (eV): 0.70
Highest occupied orbital energy (eV): -9.0
Orbital gap (eV): 9.707
Net charge: 0

---

#B
Entry from the OMol25 dataset: one molecule with the formula C3H7NO3 (ωB97M-V/def2-TZVPD).

XYZ file:
```
14
Properties=species:S:1:pos:R:3:nbo_charge:R:1
C -0.72792 0.06938 1.34071 -0.67
C -0.09696 -0.24183 0.00323 0.35
C -0.60529 0.55577 -1.22985 -0.67
O -0.16690 -1.73160 -0.28370 -0.71
N 1.40930 0.07887 0.12236 0.51
O 1.67180 0.86632 0.99654 -0.34
O 2.20776 -0.52275 -0.62175 -0.40
H -0.71976 1.18104 1.56732 0.24
H -0.10959 -0.15871 2.19365 0.24
H -1.65008 -0.48237 1.42461 0.24
H -0.88964 1.67191 -1.17936 0.24
H -1.33628 -0.05673 -1.75997 0.25
H 0.37308 0.67846 -1.84809 0.23
H 0.64049 -1.90775 -0.72570 0.48
```

Output
SMILES: CC(C)(O)[N+](=O)[O-]
Lowest unoccupied orbital energy (eV): -0.06
Highest occupied orbital energy (eV): -11.2
Orbital gap (eV): 11.131
Net charge: 0

---

Energies relative to the most stable structure, in hartree: #A 0.0254; #B 0.0000.

---

#A
Entry from the OMol25 dataset: C38H51BN9O2RbSSb2 as an isolated structure (ωB97M-V/def2-TZVPD).

XYZ file:
```
105
Properties=species:S:1:pos:R:3:lowdin_charge:R:1
Rb 0.26722 -0.28011 -0.52489 0.59
C 0.70354 3.56918 -0.69576 -0.03
C -0.75308 3.36306 -0.43120 -0.38
C -1.81227 4.27882 -0.57459 -0.01
C -2.94032 3.58004 -0.19408 -0.29
C -4.34929 4.07580 -0.14061 -0.04
N -2.55001 2.33227 0.14984 0.02
N -1.21201 2.20286 0.01437 0.05
B -3.45815 1.14614 0.56386 -0.51
N -2.96289 0.46254 1.85868 0.02
N -1.81960 -0.25736 1.92044 0.08
C -1.80375 -0.86656 3.09442 -0.38
C -0.69788 -1.81054 3.44448 -0.05
C -2.95778 -0.52510 3.83130 -0.01
C -3.67118 0.31845 3.00529 -0.30
C -4.98314 0.98265 3.27576 -0.04
N -3.61273 0.11103 -0.57904 0.02
N -2.61642 -0.73486 -0.91446 0.05
C -3.06615 -1.51500 -1.88259 -0.35
C -2.17293 -2.55151 -2.48165 -0.03
C -4.39311 -1.16417 -2.20163 -0.01
C -4.70656 -0.13108 -1.34022 -0.29
C -6.00479 0.60046 -1.22464 -0.04
H 1.08645 4.45271 -0.17881 0.08
H 1.27742 2.69625 -0.38002 0.04
H 0.89166 3.70569 -1.76367 0.08
H -1.76779 5.30598 -0.90204 0.09
H -4.36501 5.14197 -0.36718 0.07
H -4.98611 3.56530 -0.86433 0.06
H -4.78876 3.92451 0.84645 0.07
H -4.54698 1.60388 0.78290 0.10
H 0.16932 -1.62620 2.80855 0.03
H -0.39748 -1.71497 4.48990 0.07
H -1.00052 -2.84531 3.27322 0.08
H -3.23626 -0.84785 4.82280 0.09
H -5.29217 0.77129 4.29952 0.07
H -4.91426 2.06490 3.15100 0.07
H -5.76254 0.62462 2.60006 0.07
H -1.31784 -2.72858 -1.82863 0.06
H -2.69182 -3.50255 -2.61971 0.07
H -1.79025 -2.23616 -3.45477 0.08
H -5.04676 -1.60493 -2.93878 0.09
H -6.73386 0.15075 -1.89875 0.07
H -6.40040 0.55658 -0.20829 0.07
H -5.90305 1.65370 -1.49159 0.06
C 4.80709 -2.47124 0.27838 -0.33
Sb 3.17495 -1.40468 1.19678 1.24
C 3.59151 -2.04001 3.21887 -0.33
C 4.29219 0.54474 1.31493 -0.33
C 4.71273 0.96161 2.67094 -0.29
C 5.85072 0.36928 3.23837 -0.08
C 6.26852 0.64096 4.52777 -0.12
C 5.54448 1.53638 5.30465 -0.12
C 4.43664 2.15847 4.75431 -0.08
C 4.00853 1.90776 3.44752 -0.29
C 2.82668 2.66104 2.92180 -0.33
Sb 1.02649 1.42458 2.80230 1.35
C -0.38815 3.03461 3.02050 -0.31
C 0.99791 0.97668 4.91584 -0.32
H 5.74479 -2.33535 0.82102 -0.01
H 4.92177 -2.12587 -0.74923 0.00
H 4.51669 -3.52098 0.27852 -0.02
H 4.65920 -2.09629 3.43057 -0.01
H 3.14554 -3.02900 3.33073 -0.02
H 3.13068 -1.35237 3.92992 -0.02
H 3.63990 1.26076 0.81592 0.01
H 5.16284 0.38488 0.67403 0.06
H 6.40371 -0.34412 2.63553 0.11
H 7.14885 0.15079 4.92760 0.09
H 5.84686 1.75776 6.32161 0.08
H 3.88076 2.87865 5.34653 0.10
H 3.00177 3.02629 1.90674 0.05
H 2.62765 3.52668 3.55684 0.05
H -0.20049 3.60277 3.93400 0.00
H -1.38400 2.58912 3.05966 -0.01
H -0.34692 3.69543 2.15649 -0.01
H 1.20616 1.86875 5.50947 0.00
H 1.73805 0.21281 5.15291 -0.01
H 0.00342 0.60514 5.16745 -0.01
S 1.59707 -4.35682 1.00252 0.40
C 1.41009 -4.25874 -0.71526 -0.84
C 1.04876 -5.40973 -1.45418 -0.15
C 0.93681 -5.33800 -2.82614 -0.12
C 1.18669 -4.13070 -3.47029 -0.11
C 1.52574 -3.04143 -2.68395 -0.18
N 1.63089 -3.08567 -1.35517 -0.02
H 0.86569 -6.33253 -0.92203 0.07
H 0.65551 -6.22076 -3.39260 0.09
H 1.10427 -4.02492 -4.54480 0.08
H 1.69687 -2.06894 -3.13401 0.08
O 0.68770 0.10918 -3.17202 -0.26
N 1.47314 0.96568 -3.63058 -0.06
N 2.39104 1.32633 -2.78064 -0.29
O 2.47689 0.82691 -1.58813 -0.30
C 3.29360 2.32940 -3.19250 -0.18
C 3.17946 2.98087 -4.42611 -0.03
C 4.09514 3.95669 -4.77408 -0.11
C 5.12951 4.30550 -3.91082 -0.13
C 5.23161 3.66222 -2.68678 -0.10
C 4.32260 2.68010 -2.32304 -0.01
H 2.37193 2.70897 -5.08902 0.10
H 3.99775 4.45615 -5.73105 0.09
H 5.84202 5.07227 -4.19016 0.08
H 6.02778 3.92584 -2.00074 0.10
H 4.37830 2.16406 -1.37477 0.10
```

Output
Lowest unoccupied orbital energy (eV): 3.85
Highest occupied orbital energy (eV): -1.8
Orbital gap (eV): 5.646
Net charge: -2

---

#B
Entry from the OMol25 dataset: C38H51BN9O2RbSSb2 as an isolated structure (ωB97M-V/def2-TZVPD).

XYZ file:
```
105
Properties=species:S:1:pos:R:3:lowdin_charge:R:1
Rb 0.33832 0.27334 0.78956 0.61
C -2.77222 -2.26993 1.78226 -0.04
C -3.45085 -1.02603 1.29254 -0.37
C -4.83092 -0.79777 1.07965 -0.01
C -4.92078 0.53893 0.74913 -0.30
C -6.14253 1.34587 0.44350 -0.04
N -3.66547 1.04593 0.75845 0.02
N -2.76371 0.08171 1.06986 0.07
B -3.26336 2.53387 0.62905 -0.51
N -2.45404 2.99163 1.87148 0.02
N -1.23217 2.47159 2.15009 0.07
C -0.85469 2.98713 3.30707 -0.35
C 0.45105 2.59546 3.93006 -0.03
C -1.84969 3.86018 3.80198 -0.01
C -2.85411 3.82606 2.85682 -0.30
C -4.16734 4.54303 2.86154 -0.04
N -2.49386 2.83211 -0.68202 0.02
N -1.47143 2.06141 -1.13344 0.10
C -1.00863 2.65385 -2.22404 -0.36
C 0.14687 2.08567 -2.98670 -0.04
C -1.73503 3.83453 -2.49068 -0.01
C -2.66879 3.90972 -1.47932 -0.29
C -3.69610 4.96941 -1.23455 -0.04
H -3.08896 -3.14975 1.22018 0.06
H -3.00519 -2.44727 2.83427 0.08
H -1.68649 -2.18966 1.71150 0.05
H -5.64610 -1.50267 1.16357 0.09
H -7.01126 0.68704 0.43955 0.07
H -6.07486 1.83453 -0.53059 0.08
H -6.30687 2.12860 1.18690 0.07
H -4.27927 3.18349 0.60383 0.10
H 1.19770 2.37133 3.16715 0.05
H 0.34305 1.70583 4.55673 0.08
H 0.83555 3.40034 4.55935 0.07
H -1.84087 4.42803 4.72134 0.09
H -4.22728 5.16900 3.75231 0.07
H -5.00978 3.84764 2.87391 0.07
H -4.28923 5.18095 1.98356 0.06
H 0.51803 1.17545 -2.50878 0.04
H 0.97544 2.79717 -3.02830 0.08
H -0.13312 1.85051 -4.01777 0.07
H -1.59336 4.53722 -3.29888 0.09
H -3.66438 5.69083 -2.05160 0.07
H -3.50962 5.50291 -0.29905 0.07
H -4.70418 4.55382 -1.17496 0.07
C 3.22122 -4.22053 1.34588 -0.37
Sb 2.48239 -2.33441 0.60648 1.32
C 4.43807 -1.41407 0.70230 -0.30
C 2.88110 -2.97005 -1.51256 -0.32
C 2.03299 -4.07713 -2.04388 -0.26
C 2.41855 -5.40417 -1.79967 -0.07
C 1.68653 -6.49166 -2.24775 -0.11
C 0.52756 -6.27726 -2.98413 -0.12
C 0.13454 -4.97523 -3.24786 -0.09
C 0.85184 -3.86416 -2.78968 -0.27
C 0.32981 -2.49777 -3.12281 -0.32
Sb -1.01135 -1.64062 -1.60935 1.32
C -2.31500 -3.36158 -1.59515 -0.33
C -2.26324 -0.66939 -3.07110 -0.32
H 2.50957 -5.01591 1.11446 -0.01
H 3.29776 -4.14556 2.43249 -0.04
H 4.19587 -4.44961 0.90375 -0.01
H 4.84425 -1.34634 -0.30984 0.00
H 5.09140 -2.02788 1.32538 0.00
H 4.36962 -0.41070 1.12412 -0.03
H 3.93310 -3.26524 -1.49958 0.05
H 2.77785 -2.03433 -2.06151 0.01
H 3.32597 -5.56952 -1.22844 0.10
H 2.01999 -7.49875 -2.02490 0.09
H -0.06195 -7.11077 -3.34878 0.09
H -0.76301 -4.80235 -3.83356 0.10
H -0.26331 -2.53228 -4.03816 0.05
H 1.12780 -1.76249 -3.25166 0.04
H -2.48538 -3.70435 -2.61806 -0.01
H -3.26757 -3.06601 -1.14863 -0.01
H -1.87616 -4.16945 -1.00757 0.01
H -2.59465 -1.39801 -3.81489 0.00
H -1.73444 0.15236 -3.55652 -0.02
H -3.12557 -0.25350 -2.54112 0.00
S 0.81537 -3.72063 3.87296 0.40
C 1.65437 -2.30894 4.39865 -0.85
C 1.63538 -1.90525 5.76666 -0.15
C 2.29912 -0.77773 6.18172 -0.13
C 3.01327 -0.01396 5.25302 -0.12
C 3.01060 -0.46160 3.94739 -0.18
N 2.37646 -1.56407 3.52087 -0.02
H 1.06592 -2.51161 6.45745 0.07
H 2.26206 -0.47681 7.22362 0.09
H 3.53285 0.89498 5.52829 0.08
H 3.52137 0.11196 3.17883 0.08
O 2.51478 1.28241 1.21593 -0.35
N 3.05251 1.78232 0.21154 -0.06
N 2.83836 1.17298 -0.91694 -0.25
O 2.10906 0.09075 -1.08460 -0.41
C 3.54307 1.70937 -2.04646 -0.17
C 4.17025 2.95477 -2.02249 -0.03
C 4.80999 3.41865 -3.15892 -0.11
C 4.83382 2.66121 -4.32630 -0.12
C 4.20189 1.42701 -4.33951 -0.09
C 3.55401 0.94974 -3.20566 -0.02
H 4.14022 3.54373 -1.11803 0.10
H 5.28993 4.39034 -3.13555 0.09
H 5.33280 3.03430 -5.21334 0.09
H 4.20381 0.82466 -5.24143 0.10
H 3.04301 -0.00288 -3.20194 0.10
```

Output
Lowest unoccupied orbital energy (eV): 3.82
Highest occupied orbital energy (eV): -1.7
Orbital gap (eV): 5.494
Net charge: -2

---

Energies relative to the most stable structure, in hartree: #A 0.0000; #B 0.0221.